{"formula": "C8H17IN", "method": "ωB97M-V/def2-TZVPD", "species": ["C", "C", "C", "C", "C", "C", "C", "C", "N", "I", "H", "H", "H", "H", "H", "H", "H", "H", "H", "H", "H", "H", "H", "H", "H", "H", "H"], "coordinates": [[-0.558, 0.232, 1.864], [-1.039, 1.179, 1.154], [-1.053, 2.527, 1.807], [-1.210, 0.982, -2.678], [2.806, -1.683, -0.033], [-1.630, 0.976, -0.181], [-0.629, 1.270, -1.330], [0.339, -2.303, 0.596], [1.818, -2.518, 0.789], [-0.311, -2.653, -1.395], [-0.166, -0.068, 2.712], [-0.708, 2.341, 2.893], [-0.249, 3.264, 1.481], [-2.046, 2.979, 1.951], [-0.438, 0.850, -3.453], [-1.778, 0.035, -2.487], [-2.035, 1.640, -3.026], [3.784, -2.034, 0.263], [2.776, -2.041, -1.172], [2.533, -0.615, -0.085], [-2.439, 1.666, -0.558], [-2.041, -0.086, -0.351], [-0.025, 2.281, -1.346], [0.292, 0.612, -1.299], [-0.035, -3.024, 1.305], [2.039, -2.245, 1.846], [2.004, -3.566, 0.735]], "atomic_forces_ev_per_a": [[-0.6, -0.7, -3.5], [-1.2, 1.0, -0.6], [1.6, 1.0, 3.0], [-1.7, -0.9, -0.3], [-0.8, -1.9, -3.3], [-0.5, -0.3, -3.2], [3.6, 0.8, -0.1], [0.2, 0.2, -0.2], [1.1, 0.8, 2.0], [0.3, 0.1, 0.9], [1.8, -1.3, 3.9], [-0.5, 0.4, -1.4], [-1.3, -0.9, -0.3], [0.3, -0.1, -0.7], [-0.5, 0.1, 0.3], [0.6, 0.3, -0.8], [0.8, 0.1, 0.2], [0.3, 0.8, 0.5], [-0.4, 0.6, 2.5], [0.3, -0.6, 0.8], [0.2, -0.5, 1.6], [0.8, 1.5, 0.5], [-1.9, -1.3, 0.6], [-1.0, 0.1, 0.5], [-1.0, 0.1, 0.0], [-0.7, -0.8, -2.6], [0.1, 1.6, -0.2]], "e_homo_ev": [-12.6, -11.7], "total_charge": 1, "e_above_lowest_kcal_mol": 111.3, "e_lumo_ev": [-3.6341, -5.2047], "orbital_gap_ev": [8.949, 6.466]}



{"formula": "C8H17InNO3PS", "method": "ωB97M-V/def2-TZVPD", "species": ["C", "C", "O", "N", "C", "C", "C", "C", "C", "In", "P", "S", "C", "O", "O", "H", "H", "H", "H", "H", "H", "H", "H", "H", "H", "H", "H", "H", "H", "H", "H", "H"], "coordinates": [[-1.234, 2.754, 1.312], [-2.443, 1.710, 1.154], [-3.574, 2.048, 1.569], [-2.150, 0.404, 0.579], [-2.981, -0.682, 1.160], [-2.152, 0.411, -0.911], [-0.700, 0.565, -1.554], [0.123, -0.793, -1.691], [0.474, -1.513, -0.299], [2.526, -1.045, 0.534], [3.878, 0.591, -0.878], [4.248, 2.198, 0.195], [3.619, -3.029, 0.899], [4.575, -3.119, 1.752], [3.266, -4.201, 0.223], [-0.365, 2.220, 1.839], [-1.536, 3.637, 1.972], [-0.855, 3.144, 0.310], [-4.106, -0.507, 1.072], [-2.747, -1.669, 0.622], [-2.650, -0.832, 2.242], [-2.627, -0.525, -1.375], [-2.806, 1.285, -1.286], [-0.866, 0.951, -2.629], [-0.096, 1.401, -1.042], [-0.507, -1.533, -2.299], [1.123, -0.611, -2.225], [-0.275, -1.328, 0.535], [0.472, -2.646, -0.508], [2.273, -0.289, 2.158], [5.062, 0.008, -1.446], [3.031, 0.996, -1.986]], "atomic_forces_ev_per_a": [[0.2, -0.6, 0.3], [-1.1, 1.4, 0.5], [2.7, -1.3, -0.8], [-1.2, 0.3, 0.3], [0.0, -0.9, 0.2], [0.6, 0.8, -1.4], [0.2, 0.2, -1.0], [-0.2, -0.3, 1.0], [-0.5, -0.6, -0.7], [-0.4, -1.7, 1.2], [-0.8, -0.4, -0.2], [0.5, 1.1, 0.3], [1.4, -5.1, -0.6], [-1.9, 1.2, -1.4], [0.3, 4.5, 1.7], [-1.2, 0.7, -1.0], [0.1, -1.3, -1.1], [-0.5, -0.7, 1.2], [1.3, -0.1, 0.3], [-0.1, 1.6, 0.7], [-0.7, 0.3, -1.4], [0.7, 1.1, 1.1], [0.9, -1.2, 0.5], [0.1, -0.4, 1.4], [-0.9, -1.4, -0.5], [0.8, 1.2, 0.4], [-1.6, -0.1, 0.4], [0.7, -0.1, -1.2], [0.2, 1.6, 0.4], [0.1, 0.2, -0.4], [-0.5, 0.4, -0.3], [0.9, -0.4, 0.0]], "e_homo_ev": 0.1, "total_charge": -2, "e_lumo_ev": 4.6505, "orbital_gap_ev": 4.505}



{"formula": "C8H17N", "method": "ωB97M-V/def2-TZVPD", "species": ["C", "C", "C", "C", "C", "C", "N", "C", "C", "H", "H", "H", "H", "H", "H", "H", "H", "H", "H", "H", "H", "H", "H", "H", "H", "H"], "coordinates": [[0.994, 0.834, -0.313], [-0.775, -0.905, 0.564], [-0.388, 0.064, -0.544], [0.999, 1.596, 1.011], [2.175, -0.136, -0.356], [1.136, 1.836, -1.461], [-1.664, -0.267, 1.501], [-1.489, -2.108, -0.168], [-2.787, -2.341, -0.117], [0.122, -1.325, 1.050], [-2.138, -0.890, 2.144], [-1.180, 0.416, 2.069], [-1.184, 0.803, -0.637], [-0.287, -0.459, -1.495], [-0.837, -2.748, -0.752], [0.983, 0.916, 1.861], [1.905, 2.196, 1.100], [0.141, 2.264, 1.073], [3.116, 0.405, -0.257], [2.196, -0.677, -1.300], [2.124, -0.862, 0.454], [0.317, 2.553, -1.450], [1.130, 1.326, -2.423], [2.072, 2.388, -1.377], [-3.244, -3.163, -0.646], [-3.440, -1.717, 0.471]], "atomic_forces_ev_per_a": [[-0.9, -0.3, -0.4], [-0.7, -1.9, -1.1], [1.8, 0.9, 0.4], [0.0, -0.1, -0.2], [-0.2, 0.1, 0.0], [0.0, -0.1, 0.2], [-0.5, 0.5, 0.5], [0.6, 1.1, 1.1], [-0.1, -0.1, 0.1], [-0.1, 0.1, -0.2], [0.2, -0.3, -0.2], [0.0, 0.0, -0.1], [-0.1, 0.0, -0.1], [0.0, 0.0, -0.1], [0.1, 0.1, 0.0], [0.0, -0.1, 0.1], [0.1, 0.1, 0.0], [-0.1, 0.1, 0.1], [0.1, 0.1, 0.0], [0.0, -0.1, -0.1], [0.0, -0.1, 0.1], [-0.1, 0.1, 0.0], [0.0, 0.0, -0.1], [0.1, 0.1, 0.0], [0.0, -0.1, -0.1], [-0.1, 0.1, 0.0]], "e_homo_ev": -9.2, "total_charge": 0, "smiles": "C=C[C@H](N)CC(C)(C)C", "e_above_lowest_kcal_mol": 3.3, "e_lumo_ev": 0.8905, "orbital_gap_ev": 10.112}



{"formula": "C8H17N2", "method": "ωB97M-V/def2-TZVPD", "species": ["C", "C", "C", "C", "C", "C", "C", "C", "N", "N", "H", "H", "H", "H", "H", "H", "H", "H", "H", "H", "H", "H", "H", "H", "H", "H", "H"], "coordinates": [[-0.585, 0.094, -0.209], [0.710, -0.693, 0.218], [0.898, 1.471, 0.799], [0.848, -2.092, 0.119], [-2.501, -1.524, 0.540], [-1.212, 2.443, -0.302], [2.761, 0.409, -0.708], [-1.876, -0.574, -0.594], [-0.344, 1.405, 0.059], [1.773, 0.296, 0.449], [1.398, 2.512, 0.624], [0.664, 1.243, 1.803], [1.729, -2.479, -0.550], [-0.031, -2.566, -0.250], [1.092, -2.751, 1.117], [-2.921, -0.980, 1.349], [-1.793, -2.324, 0.857], [-3.405, -2.047, 0.272], [-2.226, 2.306, -0.575], [-1.302, 3.231, 0.441], [-0.806, 2.999, -1.273], [2.958, -0.646, -0.888], [2.329, 0.834, -1.607], [3.700, 0.915, -0.402], [-2.623, 0.033, -1.061], [-1.581, -1.405, -1.388], [2.346, -0.114, 1.162]], "atomic_forces_ev_per_a": [[5.0, -3.1, 2.6], [-6.6, 4.1, -2.0], [1.2, 2.9, -0.6], [3.8, -4.6, 1.1], [0.8, 0.1, -0.5], [1.6, 4.4, -2.4], [0.3, -0.5, 0.3], [0.9, -3.8, -0.7], [-0.1, -3.1, -0.5], [-0.8, 0.2, -2.4], [-0.6, -2.1, 0.5], [-0.2, 0.3, 1.6], [-1.5, 0.8, 0.8], [-0.6, -0.1, -0.5], [-0.6, 1.9, -1.8], [0.5, 0.8, 1.2], [-0.4, 1.0, 0.0], [-0.2, -0.2, -1.3], [-0.9, -1.6, 0.0], [0.4, 0.0, 0.4], [-0.6, -0.9, 1.8], [0.4, 0.1, -0.4], [-0.3, 0.2, 0.2], [-0.8, -0.1, -0.1], [-0.2, 0.6, -0.1], [-0.5, 2.0, 1.1], [0.1, 0.7, 1.4]], "e_homo_ev": -11.3, "total_charge": 1, "smiles": "CCC1=C(C)[N@@H+](C)CN1C", "e_above_lowest_kcal_mol": 93.9, "e_lumo_ev": -2.7723, "orbital_gap_ev": 8.494}



{"formula": "C8H17N2", "method": "ωB97M-V/def2-TZVPD", "species": ["C", "C", "C", "C", "C", "C", "C", "C", "N", "N", "H", "H", "H", "H", "H", "H", "H", "H", "H", "H", "H", "H", "H", "H", "H", "H", "H"], "coordinates": [[3.165, -0.075, 0.428], [3.799, -0.160, 1.552], [1.634, -0.927, -1.219], [0.336, -1.201, -0.451], [-2.617, -0.993, 0.744], [-2.374, 1.393, 0.306], [1.733, 1.413, -0.771], [-1.597, 0.142, 0.414], [2.381, 0.163, -0.516], [-0.618, -0.130, -0.670], [4.781, 0.066, 1.722], [3.266, -0.535, 2.332], [2.331, -1.879, -1.194], [1.246, -0.731, -2.279], [-0.186, -2.235, -0.775], [0.699, -1.299, 0.677], [-2.971, -1.314, -0.162], [-2.403, -1.851, 1.352], [-3.406, -0.529, 1.160], [-1.710, 2.183, -0.023], [-2.719, 1.744, 1.194], [-3.144, 1.111, -0.433], [1.952, 2.034, 0.038], [2.164, 1.806, -1.596], [0.733, 1.338, -1.051], [-0.987, 0.327, 1.228], [-0.910, -0.340, -1.600]], "atomic_forces_ev_per_a": [[-0.2, 0.6, 0.2], [-0.9, 0.3, -2.8], [0.7, -3.4, -1.2], [-0.3, -2.0, 2.4], [3.0, 0.3, -0.2], [0.8, -0.5, -4.2], [1.0, 0.7, 1.4], [-0.1, -2.3, 0.1], [-1.3, -1.9, -0.6], [0.3, 0.0, 0.8], [2.6, 0.4, 0.0], [-1.7, -0.8, 2.4], [-1.5, 1.9, -0.3], [1.6, 0.4, 1.2], [1.8, 1.9, 0.7], [-1.3, 0.1, -2.0], [-0.9, -1.2, -2.5], [0.9, -0.3, 0.3], [-2.8, 1.5, 1.8], [-0.1, 0.3, -0.7], [-1.5, 0.4, 2.7], [-0.2, 1.2, 0.3], [-0.1, 1.3, 1.3], [1.9, 1.4, -2.7], [-1.7, -0.6, 0.5], [1.7, -0.2, 2.0], [-1.5, 0.4, -0.5]], "e_homo_ev": -12.5, "total_charge": 1, "smiles": "C=C=[N+](C)CCNC(C)C", "e_above_lowest_kcal_mol": 118.6, "e_lumo_ev": -4.1009, "orbital_gap_ev": 8.356}



{"formula": "C8H17N2O7S2Tl", "method": "ωB97M-V/def2-TZVPD", "species": ["C", "O", "C", "C", "C", "C", "C", "C", "C", "S", "O", "O", "N", "S", "O", "O", "O", "N", "O", "H", "H", "H", "H", "H", "H", "H", "H", "H", "H", "H", "H", "H", "H", "H", "H", "H", "Tl"], "coordinates": [[1.453, -2.585, 1.853], [0.133, -2.497, 1.439], [-0.128, -3.068, 0.177], [0.282, -2.071, -0.933], [-0.869, -1.318, -1.593], [-1.898, -0.795, -0.603], [-2.027, 0.751, -0.515], [-2.060, 1.225, 0.941], [-1.134, 2.377, 1.341], [0.629, 2.056, 1.216], [1.280, 2.945, 2.107], [0.890, 0.693, 1.490], [1.119, 2.489, -0.294], [2.751, 2.534, -0.470], [3.126, 3.857, -0.266], [3.433, 1.605, 0.335], [3.053, 2.256, -1.999], [2.614, 0.894, -2.478], [3.513, 0.232, -2.622], [1.547, -2.056, 2.782], [2.140, -2.101, 1.150], [1.759, -3.609, 2.032], [0.367, -4.023, 0.092], [-1.192, -3.225, 0.163], [0.764, -2.661, -1.699], [1.018, -1.381, -0.582], [-0.444, -0.488, -2.134], [-1.323, -1.943, -2.340], [-2.859, -1.174, -0.908], [-1.740, -1.160, 0.396], [-3.024, 0.991, -0.954], [-1.308, 1.285, -1.120], [-1.860, 0.406, 1.607], [-3.055, 1.561, 1.184], [-1.263, 2.529, 2.400], [-1.354, 3.317, 0.864], [-4.332, 2.151, -2.057]], "atomic_forces_ev_per_a": [[0.4, 0.3, 0.4], [-0.5, 0.1, 0.0], [0.0, 0.7, 0.3], [-0.4, -0.8, -0.7], [0.4, 0.0, 0.6], [-0.3, 0.7, -0.6], [-0.6, -0.7, 0.4], [0.5, 0.7, -0.3], [-0.1, -0.6, -0.7], [-1.5, 0.7, 1.2], [0.8, 1.4, 0.4], [0.1, -1.6, -0.9], [0.1, -0.5, -0.1], [1.9, -1.1, -2.0], [-0.4, 3.0, 0.4], [-0.3, -1.6, 0.5], [-0.5, 1.9, 1.9], [-0.7, -2.1, -0.6], [0.2, -0.1, -0.3], [-0.1, 0.3, 0.5], [0.1, -0.1, -0.3], [0.1, -0.4, -0.3], [0.3, -0.3, -0.2], [-0.5, -0.2, -0.1], [0.3, -0.1, -0.3], [0.5, 0.4, 0.6], [0.2, 0.4, -0.4], [-0.3, -0.4, -0.2], [-0.5, -0.3, 0.1], [0.2, -0.2, 0.3], [0.9, -0.4, 0.5], [0.4, 0.1, -0.2], [0.1, -0.4, 0.2], [-0.4, 0.2, 0.3], [0.3, 0.2, 0.5], [0.1, 0.4, -0.3], [-0.9, 0.7, -0.7]], "e_homo_ev": -15.3, "total_charge": 2, "e_above_lowest_kcal_mol": 33.8, "e_lumo_ev": -12.5862, "orbital_gap_ev": 2.722}



{"formula": "C8H17N3O", "method": "ωB97M-V/def2-TZVPD", "species": ["C", "C", "C", "C", "C", "C", "C", "C", "N", "N", "N", "O", "H", "H", "H", "H", "H", "H", "H", "H", "H", "H", "H", "H", "H", "H", "H", "H", "H"], "coordinates": [[0.328, -1.822, 0.647], [-1.128, -0.409, -0.483], [1.045, 0.720, -0.764], [1.674, -1.107, 0.831], [2.315, -1.381, -1.577], [-3.498, -0.539, -0.676], [-2.522, 1.074, 0.964], [2.094, 2.495, 0.667], [-0.716, -1.177, 0.373], [2.066, -0.434, -0.462], [-2.399, 0.355, -0.331], [1.169, 1.822, -0.284], [0.257, -2.933, 0.699], [1.523, -0.202, 1.499], [2.422, -1.830, 0.970], [1.511, -2.016, -1.755], [2.558, -0.812, -2.633], [3.179, -1.969, -1.148], [-3.436, -1.283, -1.468], [-3.487, -1.204, 0.260], [-4.493, -0.171, -0.501], [-2.734, 0.350, 1.699], [-1.674, 1.626, 1.281], [-3.346, 1.771, 0.956], [3.082, 2.100, 0.587], [1.808, 2.313, 1.640], [1.935, 3.636, 0.432], [2.976, 0.097, -0.282], [-2.509, 0.929, -1.142]], "atomic_forces_ev_per_a": [[2.0, -1.8, 1.2], [-2.2, 1.0, -2.2], [-1.5, -2.9, -3.1], [-2.8, 1.4, -0.3], [2.9, 1.6, -1.7], [-1.5, -4.3, 4.5], [-1.3, 0.4, -0.3], [0.1, 2.7, -1.9], [-0.1, -0.1, 0.0], [1.3, 3.1, 0.3], [1.4, 0.4, -0.5], [0.8, 2.1, 1.9], [0.2, 1.0, 0.2], [0.7, -1.7, 0.1], [1.1, -0.6, 1.3], [-1.7, -0.9, -0.1], [-0.4, -1.4, 3.0], [-0.7, 0.4, -1.2], [0.7, 0.9, -0.6], [-0.1, 0.2, -1.3], [-0.2, 1.3, -0.8], [-0.2, -1.0, 0.9], [1.2, 0.3, -0.4], [-0.4, 0.1, -0.3], [0.8, 0.2, -0.6], [-1.2, -0.5, 2.1], [0.8, -2.5, 0.3], [-0.8, -1.1, -0.2], [1.1, 1.6, -0.4]], "e_homo_ev": [-15.5, -15.5], "total_charge": 2, "e_above_lowest_kcal_mol": 164.7, "e_lumo_ev": [-7.8703, -7.8707], "orbital_gap_ev": [7.644, 7.640]}



{"formula": "C8H17N4", "method": "ωB97M-V/def2-TZVPD", "species": ["C", "C", "C", "C", "C", "C", "C", "C", "N", "N", "N", "N", "H", "H", "H", "H", "H", "H", "H", "H", "H", "H", "H", "H", "H", "H", "H", "H", "H"], "coordinates": [[-2.277, 0.165, 0.295], [-1.034, -0.193, 0.017], [-2.235, 1.756, -0.151], [1.104, 0.573, 0.523], [-3.545, -0.682, 0.332], [3.784, 0.837, 0.377], [-0.012, -2.286, -0.835], [2.390, 0.821, -0.283], [-0.814, 1.967, -0.289], [0.979, -0.886, 0.911], [-0.099, 0.750, -0.355], [-0.230, -1.441, 0.309], [-2.764, 1.929, -1.047], [-2.671, 2.525, 0.609], [0.876, 1.283, 1.453], [-3.146, -1.617, 0.683], [-3.941, -0.642, -0.657], [-4.194, -0.381, 1.191], [4.639, 0.815, -0.323], [3.953, -0.044, 0.901], [3.888, 1.650, 1.043], [0.619, -1.914, -1.585], [0.540, -3.224, -0.499], [-0.909, -2.510, -1.434], [2.505, 0.107, -1.063], [2.135, 1.774, -0.620], [-0.559, 2.417, -1.121], [1.774, -1.464, 0.625], [-0.755, -2.084, 0.995]], "atomic_forces_ev_per_a": [[-0.8, 2.3, -1.7], [0.9, -1.2, 1.0], [-0.6, -1.0, 3.1], [-0.9, 0.0, 1.3], [1.8, 1.2, 2.6], [-0.5, 0.4, -1.0], [0.7, -3.0, -1.1], [0.5, -0.2, 1.7], [1.3, 0.5, 0.9], [-0.2, 0.1, 0.3], [0.3, -1.1, 0.0], [-1.8, 0.5, 1.3], [-0.7, -0.1, -1.3], [0.6, -1.7, -0.9], [1.0, -1.6, -1.7], [-0.4, -1.1, -0.5], [-0.8, -0.4, -0.4], [0.1, 0.1, -1.2], [-0.8, 0.5, -0.2], [0.1, -1.7, 1.4], [0.3, 0.9, 0.7], [1.1, 1.5, -0.6], [-1.1, 0.9, -0.3], [-0.2, -0.1, 1.0], [-0.8, -0.5, -1.0], [0.2, 1.7, -1.4], [0.0, 1.1, -1.2], [-0.3, 0.3, -0.1], [1.0, 1.7, -0.7]], "e_homo_ev": -11.9, "total_charge": 1, "smiles": "CC[C@@H]1N[N@H+](C)C2=C(C)CNN21", "e_above_lowest_kcal_mol": 87.1, "e_lumo_ev": -2.9864, "orbital_gap_ev": 8.869}



Short version: DFT total energy = -666.973045 -1525.052673 -369.748727 -424.165193 -424.125818 -1919.051215 -553.611761 -533.650432 hartree, in the order given.